Entry 1:
9
Properties=species:S:1:pos:R:3:forces:R:3 method="wB97M-V/def2-TZVPD" charge=0 max_force_ev_per_a=3.7 de_lowest_ev=3.4130 smiles="CC=C=C=O"
C -1.436630 0.084878 -0.011256 0.027 -0.475 0.173
C -0.148311 -0.739732 0.119029 1.700 1.054 1.597
C 1.022808 -0.218647 -0.169577 0.199 1.745 -1.831
C 2.127411 0.387070 -0.296269 1.135 -0.009 -0.660
O 3.212871 0.829855 -0.410056 -0.239 0.152 0.177
H -1.199480 1.154609 -0.167006 0.112 -0.642 0.028
H -2.033192 -0.007710 0.898101 0.063 -0.052 -0.029
H -2.086085 -0.231029 -0.836427 0.299 -0.174 0.110
H 0.540608 -1.259292 0.873459 -3.296 -1.600 0.436

---

Entry 2:
167
Properties=species:S:1:pos:R:3:forces:R:3 method="wB97M-V/def2-TZVPD" charge=+5 max_force_ev_per_a=10.6
C 3.400569 22.139199 11.341699 -1.282 -1.230 -0.447
C 3.500409 22.319333 12.826277 1.115 -0.969 1.429
N 4.210017 23.655645 13.270990 -0.895 -3.577 1.691
C 3.505907 24.783257 12.801274 -1.559 1.860 -0.755
C 4.259910 23.619203 14.853289 0.292 -0.552 0.225
C 4.671843 22.269749 15.596604 -1.660 0.212 -1.033
C 5.501666 23.637992 12.677575 2.686 3.156 -0.858
C 6.396604 24.948596 12.638235 1.037 0.395 -3.295
O 6.510602 25.777495 13.583098 -0.880 2.316 3.446
C 7.162538 27.189750 13.925666 -2.832 -0.890 1.253
H 2.752170 22.878798 10.900620 0.259 0.578 -0.436
H 2.812588 21.219820 11.109282 0.360 0.366 0.655
H 4.325892 21.950239 10.802907 0.095 0.532 0.134
H 4.136835 21.515196 13.284726 -0.425 0.773 -0.575
H 2.548736 22.223008 13.384636 0.328 0.593 -0.528
H 4.152016 25.593114 13.104087 -0.566 0.884 -0.257
H 2.557899 24.777962 13.306035 -0.498 0.463 0.267
H 3.274924 24.808547 11.703938 0.801 -0.218 1.004
H 3.265447 23.850508 15.199780 -0.635 -0.152 -0.344
H 4.807522 24.510253 15.206790 0.427 -0.614 -0.558
H 3.919295 21.446071 15.567000 0.207 0.767 -0.770
H 4.574344 22.489869 16.634520 0.556 0.618 0.912
H 5.608971 21.790888 15.388879 0.700 0.315 -0.206
H 5.385421 23.657680 11.579720 0.285 -1.455 0.479
H 6.154173 23.016865 13.265418 0.171 -1.242 -0.569
H 6.057213 26.105799 10.731009 -0.081 -1.101 1.771
H 7.290790 24.751287 12.026993 -0.435 -0.215 0.243
H 6.451616 27.743604 14.655190 0.583 -1.523 -1.223
H 7.101997 27.776645 13.033335 1.002 -0.042 -0.726
H 8.002688 26.965685 14.561446 0.827 0.032 -0.833
C 19.670133 4.939735 4.815623 1.646 -0.672 1.886
C 20.465868 4.887105 5.918475 -2.302 -0.831 -1.886
N 20.043752 10.908571 14.078538 -0.624 0.032 -0.651
C 18.735592 11.552977 13.662305 0.780 0.960 -3.686
C 20.299769 10.787152 15.306611 2.216 1.608 0.680
C 19.594164 11.524677 16.345719 -3.361 0.349 1.962
C 21.031446 10.364943 12.972299 -3.726 0.992 -0.835
C 22.100491 11.279075 12.510169 2.517 -2.905 2.953
O 18.086353 3.914756 15.508156 1.277 1.035 -0.997
C 18.840264 4.535923 14.921680 -1.277 -1.028 0.997
H 7.016638 14.114496 20.118386 0.018 -0.042 -0.032
H 20.100727 5.216865 3.881630 -0.026 0.446 -0.631
H 18.683532 4.482650 4.822398 0.063 0.422 0.068
H 20.070596 4.389121 6.767414 -0.433 -0.107 0.937
H 21.504480 5.045853 5.974119 1.053 0.743 -0.371
H 18.493691 10.986496 12.733470 0.109 0.567 0.378
H 18.914543 12.681335 13.254245 -0.391 -2.691 1.513
H 17.811098 11.391665 14.237847 1.116 0.307 0.588
H 21.317199 10.439002 15.501678 -0.374 -0.565 0.281
H 9.134346 29.331485 16.015144 -0.045 -0.102 -0.114
H 18.430508 11.555515 16.262298 2.152 0.343 -0.520
H 19.976163 12.541718 16.622464 -0.061 -0.680 -1.071
H 19.620996 11.063216 17.318527 0.699 -0.752 0.333
H 20.225265 10.093196 12.299121 0.602 0.196 -1.094
H 21.521588 9.449997 13.162606 0.078 -0.964 1.565
H 22.574954 11.091963 11.594285 -0.279 0.803 -2.688
H 23.755647 8.124178 11.397447 -0.303 0.455 -0.056
H 20.267935 20.772995 18.277981 -0.089 0.086 -0.072
H 16.289457 24.810987 14.603227 0.072 -0.080 0.095
H 24.901860 17.512621 11.545886 -0.019 0.000 0.019
C 15.865147 28.589068 23.221877 -0.606 0.298 0.477
C 17.283847 28.513112 22.627579 0.894 0.411 -0.477
N 17.605533 27.159368 21.811958 2.121 3.568 -0.891
C 16.491398 26.991689 20.926138 -3.896 0.263 -0.275
C 19.129916 27.350338 20.943831 -1.572 1.395 2.463
C 19.039849 28.002747 19.598038 0.954 -0.048 -1.696
C 17.916227 26.216484 22.809315 -2.149 -2.979 -0.290
C 17.917863 24.828058 22.279253 -0.223 -4.543 -1.139
O 16.590459 24.205149 22.427351 1.417 2.795 0.935
C 16.232952 23.174434 21.589441 -0.195 -1.602 -0.107
H 15.400339 27.609928 23.451701 0.140 0.471 -0.585
H 15.167393 29.302994 22.717480 0.565 -1.101 -0.218
H 15.888223 29.030987 24.216005 0.574 0.090 0.149
H 18.043712 28.703104 23.480909 -0.868 -0.797 -1.787
H 17.427319 29.243817 21.805990 -0.078 -0.006 0.858
H 16.411158 26.307354 20.076572 1.170 -0.529 0.628
H 16.256927 27.947264 20.479217 0.574 0.536 -0.335
H 15.510127 26.888575 21.492946 1.462 -0.551 -0.319
H 19.604815 26.360379 21.124640 -0.334 0.941 -0.575
H 19.480149 28.168006 21.645174 0.342 -1.401 -0.673
H 18.600233 28.985880 19.671078 -0.628 0.211 0.195
H 18.575369 27.468268 18.717197 0.537 0.261 1.254
H 20.092105 28.330911 19.281884 -1.127 -0.965 0.485
H 17.108668 26.197061 23.534971 0.011 0.121 0.397
H 18.815725 26.437994 23.271814 1.719 0.684 0.860
H 18.600658 24.170575 22.809467 0.178 0.286 1.149
H 18.332501 24.459144 21.271368 -0.823 1.862 0.472
H 17.013405 22.989741 20.816672 -0.647 -0.129 0.314
H 15.269013 23.444023 21.148717 0.135 -0.205 -0.361
H 16.053177 22.252539 22.220102 0.405 0.702 -0.875
C 8.660526 5.843880 18.897655 -3.139 0.347 -4.260
C 7.246018 5.427083 18.668955 -2.698 -0.831 1.552
N 6.187769 6.000648 19.304636 4.714 0.130 -0.178
C 6.409942 7.148744 20.238132 -2.600 -1.966 -0.274
C 11.289098 9.626275 22.791805 0.190 0.454 2.121
C 11.503504 8.385745 23.127105 -0.384 -3.975 1.415
C 4.833633 5.519275 19.251263 2.631 -1.675 -7.351
C 4.000501 6.346721 18.253384 -5.608 -0.713 0.966
O 4.538264 7.677797 18.340138 -0.938 0.052 0.784
C 4.513572 8.448495 17.341346 3.245 -0.612 -5.267
H 18.970806 7.896377 23.703384 0.066 0.027 -0.007
H 9.417560 5.141756 18.681907 0.524 -1.276 0.317
H 8.644159 6.377801 17.832354 0.715 0.354 2.027
H 8.698616 6.392352 19.778420 0.874 1.382 0.994
H 6.951821 4.572465 17.974002 0.608 1.183 0.886
H 5.478014 7.040381 20.763597 -0.019 0.517 1.200
H 6.267854 8.053542 19.737553 0.783 1.471 -0.812
H 7.213877 7.021255 20.893485 1.252 0.025 0.698
H 11.346140 10.350149 23.591011 0.389 0.226 0.100
H 10.954193 10.048228 21.919328 -0.655 0.357 -2.362
H 11.279725 7.387881 22.570488 0.637 2.215 0.291
H 11.758716 8.109200 24.206810 -0.190 0.715 -1.581
H 27.483041 11.091578 22.721624 -0.056 -0.027 0.015
H 4.365088 5.294576 20.081788 -1.797 -0.286 4.745
H 5.075295 4.523011 18.814210 -1.241 0.289 -0.032
H 2.817559 6.574635 18.858847 3.481 -1.039 -2.022
H 3.615507 5.822163 17.160726 1.935 2.004 2.843
H 9.545069 9.660611 15.735518 -0.339 -0.149 0.181
H 4.925389 7.892172 16.314482 -1.861 1.452 2.080
H 4.752476 9.533136 17.330812 -0.567 -0.695 1.001
C 11.356187 8.534310 7.238578 -1.039 0.927 -2.755
N 11.749775 8.745704 5.747657 -0.242 -0.235 1.085
C 12.862033 7.931061 5.262171 0.869 0.463 2.406
C 10.582894 8.546580 4.903464 -0.528 -0.715 1.920
C 14.429706 15.397919 3.765873 0.692 1.645 -0.795
C 14.241001 14.962383 4.965806 -0.543 -1.651 0.642
O 14.466731 13.623740 5.108919 0.180 -0.521 1.906
H 12.132889 8.863019 7.908955 0.289 0.057 0.071
H 10.986592 7.543287 7.482412 0.434 -0.679 -0.121
H 10.424702 9.143960 7.353849 0.980 -0.064 0.120
H 12.581188 6.898673 5.137908 -0.144 -0.706 -0.316
H 13.618731 7.957877 6.086326 -0.300 -0.194 -0.672
H 13.386356 8.305687 4.386166 -0.500 0.231 -0.223
H 10.738766 8.852375 3.915401 0.946 -0.309 -1.800
H 9.901591 9.347494 5.169783 -0.933 -0.484 0.613
H 10.183390 7.461059 4.990580 0.171 1.713 -0.321
H 15.052180 14.730948 3.179015 -0.545 0.393 -0.768
H 14.147808 16.420830 3.576499 0.370 0.037 -0.639
H 19.590017 28.774757 10.375770 0.017 -0.103 -0.150
H 13.846440 15.459621 5.828865 -0.320 0.399 0.181
H 14.360228 13.420236 6.052764 0.160 -0.306 -0.534
C 13.674942 27.737660 4.809547 -0.705 0.939 -0.445
N 12.241598 28.189161 4.850527 0.054 2.707 0.883
C 11.882403 28.679154 6.310823 -0.196 -0.849 -0.105
C 12.183838 29.524377 4.111977 0.243 0.389 -0.106
C 11.199809 27.338838 4.150062 1.253 0.718 -0.245
C 10.874733 26.072817 4.706697 0.500 -1.495 1.368
O 11.891784 25.220894 4.929865 -0.670 0.362 -0.696
H 13.926169 27.492233 3.770705 0.048 0.078 0.358
H 13.755424 26.905269 5.452171 0.345 -1.000 0.577
H 14.246697 28.592848 5.191203 0.143 -0.484 -0.276
H 12.725710 29.372970 6.508151 -0.854 -0.391 0.292
H 11.917930 27.807636 7.020563 -0.069 0.847 -0.800
H 10.859905 29.212236 6.371077 1.741 -0.973 -0.433
H 12.446636 29.424862 3.062661 0.147 -0.279 0.004
H 12.878145 30.200087 4.610002 0.076 -0.093 -0.224
H 11.198426 29.996202 4.168100 0.024 -0.449 0.138
H 11.605958 27.202269 3.124664 -0.285 0.321 0.218
H 10.427252 28.059421 4.229224 -1.580 -0.154 -0.728
H 20.326862 25.105693 5.048666 -0.021 0.103 0.147
H 9.893571 25.794466 5.046728 -0.312 -0.059 -0.132
H 11.563499 24.308902 4.949247 0.111 -0.046 0.286
O 23.169001 10.853206 13.383354 -9.328 -4.830 0.165
C 9.206494 18.680038 13.196140 -3.842 0.004 2.186
O 9.912599 18.328606 12.330550 -0.832 0.954 1.736
O 8.332468 18.945617 14.031992 4.663 -0.940 -3.927
H 23.813459 11.381315 13.434940 8.253 6.719 0.156

---

Entry 3:
104
Properties=species:S:1:pos:R:3:forces:R:3 method="wB97M-V/def2-TZVPD" charge=-1 max_force_ev_per_a=2.0 de_lowest_ev=0.0000
Y 0.298487 0.678517 1.121759 -0.724 -1.761 0.641
C -3.081872 -3.294128 2.370249 -0.029 0.051 0.027
O -3.646531 -2.466922 1.354292 0.019 -0.061 0.020
C -3.942324 -1.210078 1.864622 0.003 0.008 -0.003
C -5.223786 -0.970498 2.300808 -0.061 -0.030 -0.018
C -5.568610 0.244602 2.892808 0.059 0.030 -0.004
C -4.569636 1.174603 3.083712 -0.045 -0.028 -0.011
C -3.259693 0.955222 2.641231 0.057 0.110 0.054
C -2.259119 1.924022 3.053551 -0.042 -0.033 -0.125
N -1.023069 1.865676 2.745355 0.143 0.302 0.083
N -0.217294 2.843275 3.331057 -0.020 -0.093 0.044
C 1.026055 2.436634 3.383003 0.064 0.158 0.038
O 1.463309 1.276306 3.028629 -0.295 -0.008 -0.376
C 2.019512 3.444587 3.865506 0.038 -0.154 0.090
C 1.624064 4.649984 4.438156 -0.003 0.013 0.000
C 2.575176 5.566581 4.856241 -0.003 -0.002 0.001
C 3.928540 5.290606 4.701072 -0.002 0.010 0.004
C 4.325243 4.092399 4.125922 -0.018 -0.020 -0.013
C 3.373122 3.171037 3.713439 0.014 0.023 0.009
C -2.913319 -0.230763 1.936041 -0.017 0.077 0.012
O -1.750607 -0.430440 1.405020 0.220 -0.084 0.011
H -2.875086 -4.269113 1.924419 -0.019 -0.007 0.025
H -3.790794 -3.424200 3.192396 0.005 0.000 0.009
H -2.152511 -2.860527 2.753894 -0.015 -0.027 0.023
H -5.955901 -1.760397 2.174645 0.004 0.001 0.005
H -6.579706 0.431813 3.227514 -0.004 -0.003 -0.006
H -4.781900 2.103906 3.601456 -0.006 -0.004 0.001
H -2.574613 2.721110 3.729323 -0.027 -0.003 0.006
H 0.567390 4.855350 4.539730 0.005 -0.004 0.000
H 2.260897 6.503855 5.299683 0.004 -0.002 -0.001
H 4.670317 6.012353 5.021780 -0.002 -0.001 -0.001
H 5.377944 3.877426 3.988840 -0.003 0.002 0.004
H 3.659091 2.236221 3.251423 0.005 -0.002 0.005
C -0.551607 -5.738263 -0.856655 -0.025 -0.053 -0.002
C 0.150722 -5.103215 0.279707 -0.028 -0.008 -0.008
N 1.099848 -5.627936 0.992759 -0.073 -0.028 0.083
N 1.424579 -4.639303 1.871265 -0.007 0.004 0.016
C 0.701001 -3.514991 1.727673 -0.019 0.021 -0.074
S 0.813922 -2.099235 2.629153 0.019 0.034 0.001
N -0.139296 -3.839866 0.710037 -0.052 0.119 0.092
N -1.070672 -2.992305 0.099382 -0.008 -0.141 0.078
H -0.130733 -6.726245 -1.027193 0.008 0.010 -0.001
H -0.432239 -5.124298 -1.750141 -0.027 -0.025 0.050
H -1.620245 -5.836496 -0.655723 0.000 -0.008 -0.002
H 2.197699 -4.739724 2.502561 0.036 0.000 0.011
H -1.981566 -3.434553 0.185888 0.018 0.027 -0.075
H -1.159938 -2.155591 0.689630 0.096 0.226 -0.062
C -1.275671 4.308237 -1.091438 0.025 0.020 -0.034
C -2.085188 3.117142 -1.616799 -0.069 0.059 0.030
C -2.623350 3.330343 -3.047883 -0.021 0.013 -0.012
P -1.186210 1.554229 -1.253937 0.212 -0.210 0.028
C -2.294519 0.180107 -1.826462 -0.066 0.010 -0.101
C -2.333915 -0.101668 -3.327828 -0.004 -0.046 -0.027
C -3.705773 0.373237 -1.268767 -0.050 0.009 -0.008
C 0.263265 1.440571 -2.342491 -0.055 0.092 -0.042
C 0.526715 2.337759 -3.371581 -0.028 0.008 -0.023
C 1.653660 2.252371 -4.177103 0.016 -0.038 0.037
C 1.934110 3.277659 -5.242165 -0.002 0.005 -0.044
C 2.527212 1.200769 -3.923365 -0.004 0.010 -0.030
C 2.309966 0.309713 -2.889957 -0.036 -0.066 0.008
C 1.193650 0.417275 -2.036530 0.037 -0.103 0.138
N 1.027223 -0.388958 -0.915643 -0.044 0.261 -0.262
C 1.821819 -1.558064 -0.903673 0.013 0.015 0.089
C 2.946742 -1.636120 -0.070188 0.052 -0.021 -0.068
C 3.427537 -0.420523 0.674950 0.020 0.019 0.034
C 3.655501 -2.832963 0.025588 -0.020 0.018 -0.024
C 3.308256 -3.951708 -0.714509 0.052 0.022 -0.035
C 4.057895 -5.249935 -0.578914 0.034 -0.030 0.004
C 2.243399 -3.832626 -1.603591 0.048 0.008 -0.045
C 1.505671 -2.663116 -1.721002 0.016 0.047 0.052
C 0.386085 -2.577796 -2.717067 -0.025 0.062 -0.051
H -1.859761 5.226464 -1.197070 -0.006 -0.004 0.003
H -0.335345 4.432940 -1.629782 -0.010 -0.005 0.003
H -1.014011 4.181869 -0.040360 -0.005 -0.011 -0.006
H -2.952372 3.012838 -0.955899 0.009 0.035 0.022
H -2.416060 4.350030 -3.381542 -0.010 0.000 0.001
H -3.705851 3.190997 -3.078972 0.007 -0.007 -0.008
H -2.192884 2.654990 -3.783839 0.025 0.017 0.026
H -1.842873 -0.686269 -1.335210 -0.013 0.005 0.066
H -2.954385 0.626406 -3.854793 0.024 -0.009 0.014
H -2.768938 -1.090067 -3.507970 -0.013 0.013 0.009
H -1.337970 -0.089302 -3.771858 0.010 -0.007 0.013
H -4.278425 1.049572 -1.910416 0.011 0.011 0.022
H -3.708478 0.786789 -0.259317 0.019 -0.028 0.005
H -4.241251 -0.578540 -1.228126 0.005 0.001 -0.026
H -0.162339 3.151482 -3.557352 -0.008 -0.005 0.010
H 1.013480 3.758723 -5.578179 0.003 -0.002 0.007
H 2.411255 2.826813 -6.115108 0.000 -0.004 0.009
H 2.598788 4.064890 -4.876042 -0.001 -0.006 0.012
H 3.416643 1.085165 -4.536071 -0.001 0.004 0.004
H 3.034497 -0.473998 -2.707156 0.015 -0.003 0.009
H 3.273483 0.489544 0.090766 -0.020 -0.010 0.034
H 4.493563 -0.503376 0.894482 0.000 -0.023 -0.018
H 2.938908 -0.298942 1.647496 -0.049 0.013 0.011
H 4.513059 -2.878803 0.691467 0.000 -0.006 -0.001
H 4.852754 -5.165842 0.163834 0.014 0.015 -0.010
H 4.517069 -5.550270 -1.523858 -0.008 0.009 -0.005
H 3.391564 -6.057189 -0.264017 -0.008 0.029 -0.012
H 1.975207 -4.683993 -2.226058 0.025 0.008 0.005
H 0.120796 -3.571013 -3.088505 0.020 0.059 -0.040
H 0.670837 -1.962705 -3.574218 0.032 0.019 -0.019
H -0.493507 -2.120779 -2.267450 0.028 -0.026 -0.007
N 2.012096 3.505332 0.011494 0.029 -0.024 0.002
C 1.442149 2.563338 0.374031 0.531 1.142 -0.414

---

Gap between HOMO and LUMO, record by record: 7.701; 0.776; 6.610 eV